Molecular formula: C2H3I3Si
Method: DFT, wB97M-V/def2-TZVPD

Last column: Löwdin charge in e.
CARTESIAN COORDINATES (ANGSTROEM)
C 1.93 0.95 -0.20  -0.123
C 1.26 0.16 0.54  -0.037
Si -1.53 -0.93 -0.25  -0.750
I -2.25 1.48 -0.31  0.230
I -2.54 -2.21 -2.10  0.274
I -2.50 -2.03 1.79  0.227
H 2.81 1.51 0.37  0.104
H 1.75 1.49 -1.19  0.088
H 1.07 -0.41 1.36  -0.014

Summary:
* frontier orbital gap (spin up / spin down): 6.34 / 7.34 eV
* DFT total energy: -1260.5299 Eh
* ΔE to the lowest compared entry with this formula, charge and spin: 3.693 eV
* lowest unoccupied orbital energy (spin up / spin down): -2.3 / -0.9 eV


Molecular formula: C22H31NOSe2SrTe2
Method: DFT, wB97M-V/def2-TZVPD

Last column: Löwdin charge in e.
CARTESIAN COORDINATES (ANGSTROEM)
Sr -0.86 -0.83 -0.80  1.046
C -2.06 -0.47 3.39  -0.060
C -3.06 -0.51 2.27  -0.298
C -3.55 -1.72 1.79  -0.070
C -4.45 -1.76 0.74  -0.132
C -4.88 -0.58 0.15  -0.131
C -4.40 0.63 0.61  -0.102
C -3.50 0.67 1.67  -0.065
H -1.31 -1.25 3.27  0.057
H -2.55 -0.61 4.36  0.073
H -1.52 0.47 3.41  0.074
H -3.20 -2.65 2.23  0.109
H -4.79 -2.71 0.34  0.073
H -5.54 -0.61 -0.71  0.071
H -4.69 1.55 0.12  0.097
H -3.11 1.61 2.02  0.104
Se -2.12 1.50 -2.72  -0.292
Te -4.39 0.76 -3.50  -0.018
Te -3.99 -1.73 -4.47  -0.085
Se -3.31 -3.09 -2.49  -0.469
C -0.24 -0.99 -4.74  -0.065
C 0.97 -0.84 -3.90  -0.473
C 2.33 -0.58 -4.52  -0.008
O 0.91 -0.92 -2.69  -0.064
H -0.03 -1.03 -5.81  0.076
H -0.91 -0.14 -4.53  -0.004
H -0.80 -1.88 -4.43  0.041
H 2.31 -0.66 -5.61  0.068
H 3.05 -1.27 -4.10  0.086
H 2.63 0.43 -4.24  0.089
C 2.71 -2.67 1.53  -0.103
C 2.92 -1.49 2.47  -0.406
C 1.93 -1.56 3.64  -0.093
C 2.86 -0.14 1.78  -0.187
C 3.93 0.71 1.93  -0.125
C 3.99 1.98 1.36  -0.176
C 2.89 2.37 0.59  -0.116
C 1.78 1.57 0.41  -0.174
C 0.61 2.09 -0.40  -0.439
C 0.96 3.05 -1.53  -0.102
C -0.44 2.70 0.53  -0.079
C 1.65 0.24 1.04  -0.419
N 0.57 -0.50 0.94  -0.273
H 2.75 -3.62 2.08  0.056
H 3.48 -2.69 0.76  0.067
H 1.74 -2.56 1.04  0.036
H 3.93 -1.58 2.89  0.106
H 0.92 -1.40 3.24  0.032
H 2.14 -0.77 4.37  0.069
H 1.97 -2.52 4.15  0.058
H 4.78 0.35 2.51  0.082
H 4.85 2.63 1.49  0.052
H 2.91 3.35 0.11  0.083
H 0.15 1.22 -0.88  -0.012
H 1.28 4.02 -1.14  0.064
H 0.10 3.22 -2.17  0.017
H 1.78 2.65 -2.14  0.075
H -0.02 3.61 0.98  0.077
H -0.68 1.99 1.32  0.055
H -1.36 2.96 -0.01  0.048

Summary:
* charge: -2
* frontier orbital gap: 3.87 eV
* DFT total energy: -6356.6317 Eh
* lowest unoccupied orbital energy: 4.0 eV


Molecular formula: C4H24N2O8S
Method: DFT, wB97M-V/def2-TZVPD

Last column: Löwdin charge in e.
CARTESIAN COORDINATES (ANGSTROEM)
C 2.58 -0.12 -1.59  -0.087
N 1.65 -1.00 -2.24  0.021
C 0.32 -1.02 -2.02  -0.448
O -0.44 -1.94 -2.32  0.038
C -0.30 0.27 -1.41  -0.272
N -0.27 0.21 0.09  0.058
C -1.88 0.59 -1.78  -0.557
S -2.07 1.72 -3.11  0.707
H 2.50 -0.22 -0.48  0.096
H 2.49 0.95 -1.96  0.101
H 3.58 -0.46 -1.86  0.086
H 2.09 -1.91 -2.43  0.160
H 0.27 1.23 -1.67  0.112
H -0.62 0.99 0.58  0.040
H -0.64 -0.67 0.37  0.058
H -2.36 -0.33 -2.02  0.038
H -2.34 1.16 -0.95  0.060
H -1.10 1.41 -4.00  -0.130
O 1.59 3.96 -1.07  -0.042
H 0.98 3.52 -1.63  0.000
H 2.17 3.51 -0.47  -0.005
O -0.55 -3.87 0.08  -0.062
H -0.11 -4.39 -0.60  0.047
H -0.88 -3.13 -0.49  0.043
O 1.25 -0.44 4.15  -0.072
H 0.91 -0.91 3.39  -0.038
H 1.21 0.48 3.83  0.010
O -0.42 1.29 3.22  -0.061
H -0.70 1.07 2.30  0.035
H -0.77 0.73 3.90  0.043
O 0.31 -2.38 2.43  -0.050
H -0.44 -1.84 2.68  0.031
H 0.05 -3.03 1.76  0.010
O 1.85 2.11 1.36  -0.049
H 1.54 2.71 2.03  0.052
H 2.04 1.20 1.56  0.015
O -4.28 -0.71 0.15  -0.054
H -4.64 -0.33 0.95  0.030
H -4.59 -0.42 -0.71  0.037

Summary:
* frontier orbital gap: 9.13 eV
* DFT total energy: -1276.3656 Eh
* ΔE to the lowest compared entry with this formula, charge and spin: 3.390 eV
* lowest unoccupied orbital energy: 0.0 eV


Molecular formula: C4H4Cl2O
Method: DFT, wB97M-V/def2-TZVPD

Last column: Löwdin charge in e.
CARTESIAN COORDINATES (ANGSTROEM)
C 0.34 -0.97 0.15  -0.154
C 1.25 0.25 0.02  -1.234
Cl 2.35 0.45 1.33  0.666
Cl 1.89 0.48 -1.55  0.683
C -0.06 1.59 0.21  -0.329
C -0.46 2.77 0.49  0.150
O -1.40 1.48 0.12  -0.071
H -0.60 -0.48 0.50  0.079
H 0.53 -1.61 0.97  0.057
H 0.25 -1.56 -0.76  0.079
H -0.95 3.66 0.72  0.073

Summary:
* frontier orbital gap: 9.21 eV
* DFT total energy: -1150.2304 Eh
* ΔE to the lowest compared entry with this formula, charge and spin: 5.051 eV
* lowest unoccupied orbital energy: 0.8 eV


Molecular formula: C7H7O2
Method: DFT, wB97M-V/def2-TZVPD

Last column: Löwdin charge in e.
CARTESIAN COORDINATES (ANGSTROEM)
C 1.09 0.42 1.39  -0.162
C 2.02 -0.06 2.14  -0.222
C -0.22 1.26 -0.92  -0.078
C 1.01 0.94 -0.24  -0.403
C -1.11 0.62 -1.66  -0.209
C -0.32 -0.07 1.76  -0.132
C -0.85 -0.90 -1.97  -0.108
O 2.95 -0.32 2.81  0.109
O 2.14 1.32 -0.65  -0.111
H -1.90 1.05 -2.11  0.010
H -1.04 0.78 1.55  0.080
H -0.54 -0.29 2.83  0.060
H -0.75 -0.98 1.26  0.070
H -1.27 -1.08 -2.87  0.002
H -1.39 -1.48 -1.29  0.026
H 0.18 -1.21 -2.02  0.067

Summary:
* charge: -1
* frontier orbital gap: 6.55 eV
* DFT total energy: -421.3015 Eh
* ΔE to the lowest compared entry with this formula, charge and spin: 4.565 eV
* lowest unoccupied orbital energy: 3.7 eV


Molecular formula: C35H56CdI2N2O2
Method: DFT, wB97M-V/def2-TZVPD

Last column: Löwdin charge in e.
CARTESIAN COORDINATES (ANGSTROEM)
Cd -0.98 -0.05 0.63  1.182
C -1.07 3.00 -1.06  -0.130
N -0.28 2.27 -0.06  -0.355
C -0.37 2.97 1.23  -0.107
C 1.10 2.16 -0.51  -0.207
C 1.87 1.08 0.23  -0.193
N 1.32 -0.28 0.10  -0.204
C 1.98 -1.11 1.16  -0.137
C 1.31 -2.37 1.58  -0.157
C 1.97 -3.59 1.45  0.007
C 1.48 -4.74 2.05  -0.176
C 0.30 -4.60 2.79  0.009
C -0.39 -3.41 2.95  -0.093
C 0.12 -2.25 2.32  -0.354
O -0.48 -1.06 2.39  -0.297
C -1.66 -3.35 3.80  -0.533
C -2.03 -4.72 4.40  -0.072
C -1.46 -2.37 4.96  -0.042
C -2.86 -2.90 2.95  -0.050
C 2.17 -6.10 1.94  -0.552
C 1.31 -7.05 1.11  -0.046
C 2.39 -6.68 3.35  -0.050
C 3.54 -5.99 1.27  -0.066
C 1.70 -0.77 -1.25  -0.112
C 1.25 -2.07 -1.88  -0.102
C 2.26 -2.92 -2.32  0.019
C 2.03 -3.91 -3.27  -0.151
C 0.80 -3.90 -3.91  0.014
C -0.26 -3.08 -3.51  -0.124
C -0.04 -2.29 -2.38  -0.240
O -1.12 -1.70 -1.74  -0.211
C -1.47 -2.92 -4.47  -0.511
C -1.63 -4.16 -5.37  -0.060
C -1.09 -1.72 -5.36  -0.037
C -2.86 -2.63 -3.88  -0.059
C 3.06 -4.98 -3.61  -0.548
C 3.24 -5.12 -5.13  -0.048
C 4.43 -4.68 -3.00  -0.061
C 2.55 -6.31 -3.03  -0.030
H -0.69 4.02 -1.19  0.095
H -2.11 3.05 -0.73  0.029
H -1.04 2.48 -2.01  0.087
H 0.08 3.97 1.16  0.094
H 0.13 2.41 2.01  0.079
H -1.42 3.08 1.50  0.076
H 1.63 3.11 -0.37  0.131
H 1.10 1.95 -1.58  0.108
H 1.88 1.33 1.29  0.110
H 2.92 1.10 -0.11  0.133
H 2.02 -0.48 2.05  0.122
H 3.01 -1.31 0.84  0.131
H 2.90 -3.61 0.89  0.102
H -0.10 -5.49 3.26  0.093
H -1.25 -5.09 5.07  0.086
H -2.21 -5.46 3.61  0.085
H -2.95 -4.61 4.97  0.085
H -0.64 -2.70 5.61  0.088
H -2.37 -2.30 5.56  0.083
H -1.22 -1.38 4.58  0.070
H -3.04 -3.61 2.14  0.064
H -2.70 -1.91 2.53  0.032
H -3.76 -2.85 3.57  0.087
H 0.29 -7.10 1.50  0.079
H 1.73 -8.06 1.12  0.086
H 1.25 -6.71 0.08  0.063
H 1.44 -6.90 3.84  0.076
H 2.95 -5.98 3.97  0.091
H 2.96 -7.61 3.28  0.082
H 3.46 -5.61 0.25  0.058
H 4.01 -6.97 1.22  0.086
H 4.21 -5.33 1.83  0.090
H 2.79 -0.77 -1.28  0.122
H 1.37 -0.01 -1.96  0.123
H 3.25 -2.77 -1.92  0.108
H 0.65 -4.56 -4.75  0.098
H -0.82 -4.25 -6.10  0.079
H -2.56 -4.09 -5.92  0.086
H -1.66 -5.08 -4.77  0.092
H -0.10 -1.86 -5.80  0.088
H -1.06 -0.80 -4.76  0.089
H -1.82 -1.59 -6.16  0.088
H -3.25 -3.48 -3.34  0.051
H -3.55 -2.43 -4.71  0.087
H -2.87 -1.75 -3.25  0.076
H 3.49 -4.16 -5.59  0.092
H 2.34 -5.51 -5.61  0.076
H 4.05 -5.82 -5.34  0.084
H 4.84 -3.74 -3.37  0.091
H 5.13 -5.48 -3.26  0.087
H 4.38 -4.63 -1.91  0.071
H 1.56 -6.55 -3.43  0.087
H 2.46 -6.24 -1.94  0.067
H 3.24 -7.12 -3.28  0.090
I -3.57 0.46 0.25  -0.005
C -1.76 -2.48 -0.73  -0.674
I -1.80 -4.63 -0.83  0.906
H -2.80 -2.16 -0.68  -0.031
H -1.27 -2.35 0.23  -0.024

Summary:
* frontier orbital gap: 7.67 eV
* DFT total energy: -2390.4250 Eh
* ΔE to the lowest compared entry with this formula, charge and spin: 0.000 eV
* lowest unoccupied orbital energy: 0.3 eV


Molecular formula: C4H30NO14
Method: DFT, wB97M-V/def2-TZVPD

Last column: Löwdin charge in e.
CARTESIAN COORDINATES (ANGSTROEM)
O -0.01 -0.95 -1.92  -0.133
C 0.16 -1.30 -0.67  -0.710
O 1.32 -2.05 -0.49  0.046
C 0.21 -0.07 0.36  -0.250
C 1.24 0.93 -0.28  -0.092
C 1.45 2.17 0.62  -0.270
O 0.62 3.23 0.22  -0.099
N -1.08 0.50 0.56  0.095
H 1.26 -2.90 -0.78  0.070
H 0.66 -0.55 1.37  0.143
H 2.12 0.55 -0.49  0.039
H 0.74 1.42 -1.19  0.118
H 2.45 2.66 0.59  0.107
H 1.57 1.90 1.79  0.137
H -0.28 2.84 0.03  0.038
H -1.50 1.15 -0.08  0.032
H -1.36 2.91 -1.59  0.079
H -2.61 3.35 -0.85  0.058
O -1.88 2.78 -0.78  -0.025
H -2.96 -0.74 2.55  0.071
H -1.75 -0.16 0.72  0.017
O -2.29 -1.33 2.98  -0.094
H -3.14 0.72 -1.23  0.002
H -3.49 -0.66 -1.24  -0.003
O -3.91 0.14 -1.04  -0.051
H 2.72 -1.25 -2.58  0.007
H 1.42 -0.74 -2.95  -0.019
O 2.30 -0.85 -3.34  -0.070
H -0.62 -2.57 2.93  0.000
H -0.39 -2.57 1.58  -0.027
O -0.06 -3.01 2.33  -0.014
H 0.00 1.43 -3.13  0.032
H 1.55 1.26 -3.34  0.039
O 0.85 1.97 -3.38  -0.136
H 1.15 -1.84 2.71  0.071
H 2.46 -1.20 3.38  0.056
O 1.52 -1.00 3.24  -0.132
H -1.41 -0.20 -2.71  0.007
H -1.56 0.58 -4.05  -0.018
O -1.82 0.53 -3.19  -0.028
H -0.77 0.94 2.77  -0.016
H 0.18 0.13 3.60  -0.003
O -0.65 0.62 3.63  -0.042
H -1.73 -0.70 3.48  -0.010
H -1.47 -2.61 -0.69  0.084
O -0.90 -2.13 -0.13  0.001
H 3.30 -0.71 0.80  -0.081
H 2.79 -1.47 -0.26  -0.029
O 3.61 -1.15 0.12  0.002

Summary:
* charge: -1
* frontier orbital gap: 8.14 eV
* DFT total energy: -1278.5459 Eh
* ΔE to the lowest compared entry with this formula, charge and spin: 4.632 eV
* lowest unoccupied orbital energy: 2.7 eV


Molecular formula: CH2FNO
Method: DFT, wB97M-V/def2-TZVPD

Last column: Löwdin charge in e.
CARTESIAN COORDINATES (ANGSTROEM)
N -0.75 -0.01 0.02  0.205
C 0.56 -0.01 0.01  -0.406
O 1.55 -1.18 -0.07  -0.193
F 1.14 1.16 0.06  0.130
H -1.28 -0.86 -0.04  0.134
H -1.21 0.89 0.03  0.131

Summary:
* frontier orbital gap: 10.16 eV
* DFT total energy: -269.1047 Eh
* ΔE to the lowest compared entry with this formula, charge and spin: 2.247 eV
* lowest unoccupied orbital energy: 0.4 eV


Number 1: largest force on an atom 4.051 eV/Å. Number 2: largest force on an atom 0.813 eV/Å. Number 3: largest force on an atom 3.527 eV/Å. Number 4: largest force on an atom 4.695 eV/Å. Number 5: largest force on an atom 5.612 eV/Å. Number 6: largest force on an atom 0.694 eV/Å. Number 7: largest force on an atom 7.596 eV/Å. Number 8: largest force on an atom 10.444 eV/Å.